[1]
{
  "formula": "C23H44GeN5O7P2Ti",
  "method": "ωB97M-V/def2-TZVPD",
  "lumo_ev": -3.53,
  "homo_lumo_gap_ev": 6.7,
  "energy_ev": -144563.3582,
  "charge": 1,
  "de_lowest_kcal_mol": 7.00,
  "homo_energy_ev": -10.27,
  "symbols": ["Ti", "C", "C", "N", "C", "C", "N", "C", "C", "N", "C", "C", "N", "C", "C", "C", "C", "C", "C", "C", "N", "H", "H", "H", "H", "H", "H", "H", "H", "H", "H", "H", "H", "H", "H", "H", "H", "H", "H", "H", "H", "H", "H", "H", "O", "P", "O", "O", "O", "P", "O", "O", "O", "H", "H", "C", "C", "C", "C", "Ge", "C", "C", "C", "C", "H", "H", "H", "H", "H", "H", "H", "H", "H", "H", "H", "H", "H", "H", "H", "H", "H", "H", "H"],
  "positions_angstrom": [[0.39622, 0.24204, -0.28173], [3.61154, -0.36265, 2.65134], [2.45870, -0.50592, 1.70871], [1.55106, 0.40679, 1.50930], [1.60109, 1.72634, 2.13230], [1.70920, 2.76555, 1.02105], [0.78119, 2.44335, -0.08245], [-0.45251, 3.24257, -0.22787], [-1.58385, 2.58527, 0.53672], [-1.66306, 1.15053, 0.19099], [-2.52308, 0.82869, -0.97151], [-2.36925, -0.65960, -1.31994], [-1.05793, -1.14884, -0.91492], [-0.67777, -2.36099, -1.12680], [-1.47720, -3.35488, -1.89884], [0.60934, -2.67051, -0.49584], [1.29100, -3.86995, -0.50589], [2.48198, -3.97434, 0.21405], [2.93877, -2.89958, 0.95444], [2.21968, -1.70844, 0.93765], [1.09123, -1.61186, 0.19663], [3.26663, -0.20436, 3.67517], [4.23142, 0.48834, 2.36601], [4.24170, -1.24684, 2.64409], [2.42616, 1.83662, 2.83594], [0.67366, 1.86774, 2.68680], [2.71976, 2.74454, 0.61483], [1.52050, 3.76556, 1.41757], [1.30127, 2.53594, -0.94934], [-0.68254, 3.27879, -1.29401], [-0.30530, 4.26887, 0.11724], [-2.52881, 3.09700, 0.33542], [-1.39804, 2.64272, 1.61265], [-2.08271, 0.68591, 0.98687], [-2.21888, 1.45023, -1.80642], [-3.56828, 1.04654, -0.73662], [-2.52420, -0.79839, -2.39192], [-3.12152, -1.25499, -0.79278], [-2.42068, -3.56040, -1.38780], [-0.94746, -4.29285, -2.03243], [-1.71528, -2.95028, -2.88378], [0.91832, -4.71327, -1.06799], [3.03697, -4.90149, 0.20403], [3.84229, -2.98671, 1.54006], [0.16286, 0.30635, -4.53558], [0.42671, 1.40536, -3.43002], [-0.08340, 2.73727, -3.73622], [-0.06937, 0.80731, -2.09018], [2.04642, 1.37853, -3.24980], [2.64031, 0.11668, -2.42121], [4.20244, 0.32987, -2.54357], [2.11873, -1.14915, -2.98673], [2.32099, 0.40878, -0.95273], [0.70235, -0.48409, -4.33591], [4.56832, -0.04394, -3.35493], [1.26025, -4.01878, 5.53170], [-0.01646, -4.35931, 4.77154], [-0.67669, -3.14703, 4.11187], [0.21667, -2.48667, 3.05765], [-0.75946, -1.06939, 2.10118], [-1.73483, 0.09512, 3.40560], [-1.00542, 1.00632, 4.39090], [0.26440, 0.42328, 5.00006], [0.99189, 1.42487, 5.88735], [1.64746, -4.89322, 6.05368], [1.07442, -3.24273, 6.27805], [2.04703, -3.66238, 4.86438], [-0.73397, -4.81348, 5.45843], [0.19778, -5.11137, 4.00609], [-0.94107, -2.42421, 4.88922], [-1.61751, -3.46138, 3.64973], [0.52322, -3.23943, 2.32631], [1.12171, -2.08414, 3.51611], [-1.98690, -1.79655, 1.46080], [-2.29437, -0.67660, 3.94618], [-2.50349, 0.66557, 2.87568], [-1.69144, 1.26556, 5.20335], [-0.76865, 1.96184, 3.90793], [0.93267, 0.08522, 4.19888], [0.01429, -0.46940, 5.58007], [1.28387, 2.31246, 5.32086], [1.89211, 0.99204, 6.32388], [0.35234, 1.75589, 6.70658]],
  "lowdin_charge": [0.99, 0.02, -0.28, -0.07, -0.16, -0.12, -0.11, -0.14, -0.15, -0.13, -0.15, -0.15, -0.08, -0.26, 0.03, -0.21, 0.04, -0.01, 0.03, -0.24, -0.05, 0.09, 0.10, 0.08, 0.12, 0.09, 0.13, 0.13, 0.11, 0.11, 0.13, 0.14, 0.11, 0.03, 0.11, 0.14, 0.14, 0.13, 0.10, 0.08, 0.10, 0.12, 0.12, 0.12, -0.09, 0.25, -0.22, -0.39, -0.23, 0.25, -0.07, -0.26, -0.33, 0.06, 0.10, -0.11, -0.26, -0.29, -0.32, 1.02, -0.31, -0.28, -0.28, -0.09, 0.07, 0.08, 0.06, 0.11, 0.11, 0.09, 0.10, 0.07, 0.05, 0.01, 0.07, 0.05, 0.12, 0.09, 0.06, 0.11, 0.07, 0.08, 0.08]
}



[2]
{
  "formula": "C23H44LuNOP3",
  "method": "ωB97M-V/def2-TZVPD",
  "lumo_ev": [-11.84, -11.84],
  "homo_lumo_gap_ev": [4.4, 4.4],
  "energy_ev": -89560.3850,
  "charge": 3,
  "de_lowest_kcal_mol": 57.83,
  "homo_energy_ev": [-16.23, -16.23],
  "symbols": ["Lu", "P", "P", "P", "H", "C", "C", "H", "C", "C", "C", "C", "C", "C", "C", "C", "C", "H", "H", "H", "H", "H", "H", "H", "H", "H", "H", "H", "H", "H", "H", "H", "H", "H", "H", "H", "H", "H", "H", "H", "H", "H", "H", "H", "H", "H", "C", "C", "C", "C", "C", "C", "O", "H", "H", "H", "H", "H", "H", "N", "C", "C", "C", "C", "C", "C", "H", "H", "H", "H", "H", "H", "H"],
  "positions_angstrom": [[0.67030, -1.07687, 0.40820], [-0.57970, 1.65223, 1.48471], [-0.60279, -1.74950, 2.79327], [0.30859, 1.26460, -1.96441], [-0.87157, -3.47720, 0.68908], [-0.03064, -3.23182, 0.00353], [1.36317, -3.15280, 0.35030], [1.71414, -3.37757, 1.35755], [-2.38536, 2.13804, 1.39642], [-0.25691, 1.99984, 3.26283], [0.17943, 3.21195, 0.78908], [-0.80318, -3.53239, 3.15037], [0.46911, -1.17651, 4.14617], [-2.25917, -1.13991, 3.20464], [0.64303, 0.45200, -3.58520], [1.17408, 2.85079, -2.35158], [-1.41300, 1.82106, -2.27812], [-0.07047, -3.57325, -1.00217], [2.11683, -3.14052, -0.43635], [-2.68035, 2.71675, 2.27427], [-2.97809, 1.22597, 1.35924], [-2.56467, 2.72156, 0.49248], [-0.58598, 3.01456, 3.55219], [0.82903, 1.93809, 3.45545], [-0.76963, 1.28346, 3.92073], [-0.45000, 3.64972, 0.01076], [1.15429, 2.94562, 0.36968], [0.32944, 3.95206, 1.58840], [-1.51815, -3.59491, 3.96608], [0.17017, -3.98142, 3.36567], [-1.27356, -4.07521, 2.32865], [-0.11387, -1.16433, 5.08003], [0.87285, -0.16219, 3.96577], [1.31535, -1.87861, 4.26557], [-2.74406, -1.94513, 3.76784], [-2.84175, -0.92753, 2.29387], [-2.21801, -0.23829, 3.83340], [0.98995, 1.21007, -4.29486], [-0.25696, -0.03610, -3.97208], [1.44311, -0.28419, -3.47441], [1.24509, 2.93893, -3.44125], [2.18215, 2.85550, -1.91985], [0.60632, 3.70434, -1.96082], [-1.52406, 1.99095, -3.36633], [-1.63717, 2.75872, -1.74011], [-2.14142, 1.04852, -1.96111], [-2.11781, -1.87764, -2.32443], [-3.50419, -1.87102, -2.36446], [-4.21529, -2.41311, -3.38899], [-3.56903, -2.88243, -4.57111], [-2.15990, -2.83369, -4.55476], [-1.41959, -2.44950, -3.44325], [-1.67175, -1.15886, -1.25751], [-2.56654, -0.68200, -0.48063], [-3.95913, -1.30535, -1.51005], [-5.32580, -2.45537, -3.33390], [-4.16409, -3.20453, -5.42286], [-1.68675, -3.15499, -5.52025], [-0.32293, -2.50509, -3.47301], [2.71081, -0.53620, 1.05019], [3.31124, 0.69646, 0.68219], [3.38560, 1.70849, 1.57367], [3.97179, 2.93272, 1.22015], [4.51565, 3.09313, -0.08124], [4.39576, 2.04266, -0.99279], [3.80700, 0.81056, -0.62995], [2.62151, -0.63161, 2.05934], [3.21743, -1.36713, 0.79028], [2.98397, 1.61370, 2.58562], [4.04315, 3.75939, 1.92205], [5.01533, 4.02952, -0.35765], [4.79048, 2.18667, -2.01097], [3.70719, 0.02615, -1.34326]],
  "lowdin_charge": [1.39, 0.77, 0.72, 0.77, 0.07, -0.12, -0.17, 0.10, -0.23, -0.30, -0.26, -0.23, -0.25, -0.23, -0.27, -0.25, -0.26, 0.08, 0.11, 0.07, 0.01, 0.04, 0.08, 0.03, 0.02, 0.03, 0.00, 0.07, 0.07, 0.07, 0.05, 0.08, 0.01, 0.07, 0.07, 0.04, 0.06, 0.05, 0.04, 0.03, 0.06, 0.02, 0.05, 0.08, 0.04, 0.02, -0.37, -0.07, -0.04, -0.02, -0.06, -0.04, -0.23, 0.30, 0.12, 0.14, 0.12, 0.14, 0.10, -0.05, -0.35, -0.06, -0.02, -0.03, -0.06, -0.03, 0.11, 0.11, 0.12, 0.13, 0.13, 0.13, 0.10]
}



[3]
{
  "formula": "C23H44N5O5RhSSi",
  "method": "ωB97M-V/def2-TZVPD",
  "lumo_ev": [-9.35, -8.90],
  "homo_lumo_gap_ev": [4.7, 5.2],
  "energy_ev": -63962.3298,
  "charge": 2,
  "homo_energy_ev": [-14.04, -14.09],
  "symbols": ["Rh", "C", "C", "N", "N", "C", "S", "N", "N", "H", "H", "H", "H", "H", "H", "O", "C", "C", "C", "C", "C", "C", "C", "C", "N", "H", "H", "H", "H", "H", "H", "H", "H", "H", "H", "H", "C", "C", "C", "C", "O", "Si", "O", "O", "C", "C", "C", "C", "O", "C", "C", "C", "C", "H", "H", "H", "H", "H", "H", "H", "H", "H", "H", "H", "H", "H", "H", "H", "H", "H", "H", "H", "H", "H", "H", "H", "H", "H", "H", "H"],
  "positions_angstrom": [[-0.04545, -0.21081, -0.02780], [-1.82380, -2.56096, -4.68325], [-2.35989, -2.37854, -3.32473], [-3.28271, -3.09343, -2.76549], [-3.45476, -2.62185, -1.52412], [-2.61345, -1.60755, -1.26303], [-2.39825, -0.72026, 0.15293], [-1.91561, -1.42619, -2.42499], [-0.90676, -0.47889, -2.52509], [-2.37024, -3.36971, -5.15864], [-0.76942, -2.82873, -4.63638], [-1.92749, -1.66122, -5.28844], [-4.17102, -3.01005, -0.92677], [-1.28731, 0.46601, -2.63468], [-0.31137, -0.68206, -3.32425], [1.14034, 1.34411, -1.45913], [2.20074, 0.75726, -2.20888], [3.42683, 0.39275, -1.36992], [3.08078, -0.37872, -0.08780], [2.59980, -1.78357, -0.29033], [3.49303, -2.85212, -0.25993], [3.01517, -4.14732, -0.33931], [1.64685, -4.34773, -0.47086], [0.82160, -3.23955, -0.52017], [1.28767, -1.99339, -0.43299], [1.47445, 2.14763, -1.03414], [2.48917, 1.44918, -3.00994], [1.78556, -0.14673, -2.66099], [3.95853, 1.30158, -1.08228], [4.09835, -0.19922, -1.99175], [2.29681, 0.16367, 0.46006], [3.97567, -0.41499, 0.53233], [4.54596, -2.65596, -0.13292], [3.69115, -4.98651, -0.28302], [1.22975, -5.33984, -0.53166], [-0.25132, -3.36237, -0.60293], [-0.20571, -2.75870, 5.37022], [0.37371, -2.65931, 3.95211], [-0.77309, -2.71656, 2.93535], [1.39566, -3.77043, 3.69626], [1.06329, -1.44254, 3.80891], [0.58435, 0.08879, 3.50791], [0.48629, 0.31516, 1.93223], [-0.85724, 0.29448, 4.24122], [-1.56544, 1.39948, 4.72236], [-3.01064, 0.95229, 4.95227], [-0.92532, 1.84351, 6.05426], [-1.49692, 2.56040, 3.72737], [1.64111, 1.11114, 4.20676], [3.02520, 1.05593, 4.44236], [3.31305, 0.03550, 5.55676], [3.47433, 2.44720, 4.90117], [3.75811, 0.62986, 3.17107], [-0.77652, -3.67573, 5.48116], [-0.85337, -1.90706, 5.55393], [0.60216, -2.74526, 6.09571], [-1.28940, -3.67002, 2.99492], [-0.35962, -2.56855, 1.93532], [-1.47239, -1.91019, 3.13653], [0.95650, -4.74817, 3.86591], [2.24755, -3.65844, 4.36354], [1.76061, -3.71464, 2.67128], [-3.05082, 0.12558, 5.65699], [-3.45373, 0.61983, 4.01541], [-3.59425, 1.77671, 5.34663], [-0.99931, 1.03851, 6.77942], [-1.42708, 2.72487, 6.43789], [0.12305, 2.05982, 5.87250], [-1.85666, 2.22340, 2.75749], [-0.46816, 2.88908, 3.61582], [-2.10830, 3.38603, 4.07587], [2.86704, 0.36446, 6.48998], [4.38458, -0.07128, 5.68982], [2.87128, -0.91400, 5.26541], [3.00205, 2.71709, 5.84217], [3.20481, 3.19226, 4.15525], [4.55075, 2.45380, 5.04111], [3.40339, -0.35432, 2.87635], [4.82931, 0.60083, 3.34685], [3.53878, 1.34089, 2.37802]],
  "lowdin_charge": [1.01, 0.02, -0.29, 0.16, 0.09, -0.69, 0.79, -0.07, 0.12, 0.11, 0.10, 0.10, 0.19, 0.14, 0.12, -0.14, -0.23, -0.13, -0.14, -0.24, 0.03, 0.00, -0.02, -0.12, 0.04, 0.13, 0.14, 0.10, 0.13, 0.13, 0.07, 0.12, 0.14, 0.13, 0.13, 0.11, 0.00, -0.63, -0.04, -0.01, -0.09, 0.02, -0.27, -0.09, -0.65, -0.01, 0.00, -0.02, -0.07, -0.64, 0.00, -0.01, -0.03, 0.09, 0.08, 0.10, 0.10, 0.04, 0.07, 0.09, 0.09, 0.06, 0.09, 0.08, 0.09, 0.09, 0.09, 0.07, 0.08, 0.08, 0.10, 0.10, 0.09, 0.07, 0.09, 0.09, 0.09, 0.07, 0.10, 0.08]
}